Record 1
ORCA calculation (ωB97M-V/def2-TZVPD) on a structure of composition C33H39Cl3N3O4RbSeSi.

Element x y z (Å)
Rb 0.66556 -2.01933 0.55709
Cl -0.14226 -7.60799 6.57470
C 0.04273 -6.71622 5.07246
C -0.28552 -5.37087 5.02318
C -0.13329 -4.68353 3.83899
Cl -0.55022 -2.98873 3.79932
C 0.35412 -5.25806 2.61563
O 0.49410 -4.61840 1.54729
C 0.66141 -6.65197 2.76965
Cl 1.26410 -7.48923 1.36196
C 0.51768 -7.36120 3.94280
H -0.65603 -4.85948 5.90109
H 0.77630 -8.41087 3.97346
C -3.76531 -1.54887 -3.35753
C -2.81507 -0.73097 -2.48461
C -2.53722 -1.36458 -1.19840
N -2.32179 -1.85617 -0.18134
H -3.88792 -1.03894 -4.31226
H -4.74127 -1.66178 -2.88194
H -3.35153 -2.53598 -3.56037
H -3.22466 0.25958 -2.27716
H -1.86618 -0.56584 -3.00742
C 4.06254 1.50826 -0.36779
N 3.33441 0.47428 0.32458
C 3.82446 -0.23917 1.35129
N 5.16153 -0.00237 1.68252
O 3.17299 -1.08794 1.96008
H 3.46382 1.82566 -1.21974
H 5.01481 1.13135 -0.74755
H 4.24791 2.39066 0.26080
H 2.30099 0.50710 0.24883
H 5.47363 0.95198 1.58550
H 5.38403 -0.41398 2.57476
Se -0.54735 0.12693 -5.31270
C -1.06485 -1.70184 -5.41854
C -1.92145 -2.15383 -6.43341
C -2.35403 -3.46994 -6.48834
C -1.94571 -4.39014 -5.52877
C -1.08704 -3.96532 -4.52183
C -0.65031 -2.64854 -4.46875
H -2.25523 -1.44176 -7.17911
H -3.02264 -3.77942 -7.28553
H -2.28930 -5.41709 -5.56387
H -0.75765 -4.66388 -3.76071
H 0.01253 -2.33817 -3.66826
O 1.10812 -0.55754 -2.05176
H 0.74028 -0.27326 -2.90998
H 0.82335 0.10004 -1.37961
C 0.94445 3.55530 -1.81145
C -0.29393 3.34318 -0.93340
C -0.95056 4.68576 -0.60061
C -1.29882 2.50450 -1.73484
Si 0.15231 2.30023 0.60064
O 0.60362 0.82744 0.21582
C 1.50890 3.14604 1.65249
C 2.13975 4.36703 1.40947
C 3.16912 4.83664 2.22030
C 3.59542 4.08588 3.30504
C 2.98097 2.86775 3.57486
C 1.95543 2.41189 2.75966
C -1.36843 2.27011 1.73262
C -2.19314 1.14236 1.71869
C -3.32149 1.06142 2.52541
C -3.64877 2.11544 3.36740
C -2.84081 3.24501 3.40137
C -1.71333 3.31424 2.59347
H 0.66749 4.07207 -2.73884
H 1.39053 2.59937 -2.09642
H 1.71366 4.15179 -1.31266
H -1.22391 5.20781 -1.52706
H -0.29759 5.35073 -0.03105
H -1.86469 4.54479 -0.01838
H -1.60157 3.03896 -2.64383
H -2.19922 2.29021 -1.14984
H -0.85728 1.55735 -2.04794
H 1.84232 4.96852 0.55957
H 3.64195 5.78675 1.99760
H 4.39953 4.44548 3.93705
H 3.30418 2.26874 4.41864
H 1.50243 1.44863 2.97352
H -1.94012 0.31031 1.07085
H -3.93588 0.16928 2.50067
H -4.52444 2.05328 4.00332
H -3.08498 4.06711 4.06516
H -1.08064 4.19599 2.64404

Energy above the lowest of the compared OMol25 structures with the same formula, charge and spin ... 0.7 kcal per mole
Frontier orbital gap ... 5.62 eV
Multiplicity ... 1
Total charge ... -2
HOMO level ... -1.90 eV


Record 2
ORCA calculation (ωB97M-V/def2-TZVPD) on a cluster of 5 separate species, C33H39ClF14N2O9Si in total at a distorted geometry.

Element x y z (Å)
C -0.57195 -0.86779 3.00060
Si 0.35225 -2.19533 2.05897
C 2.17310 -2.25855 2.56826
C 0.32837 -1.91675 0.18480
C 1.05816 -0.61139 -0.18814
C 0.81052 -0.13625 -1.61989
F 0.08515 -1.00522 -2.35427
F 2.03568 -0.05221 -2.25538
C 0.20460 1.26420 -1.81007
C 0.90268 2.24550 -0.97651
N 1.38985 3.01039 -0.27966
C -1.34010 1.40591 -1.65680
C -1.89632 0.60207 -0.56933
N -2.33164 0.03215 0.33358
C -2.09447 1.20645 -3.00645
C -3.03743 0.02370 -3.00782
O -2.73768 -1.09624 -2.80170
Cl -4.74636 0.40656 -3.38170
C -0.34037 -3.92252 2.35361
C -1.37340 -4.46917 1.58566
C -1.81054 -5.75778 1.83461
C -1.25019 -6.54613 2.82740
C -0.23722 -6.00691 3.61196
C 0.20403 -4.71489 3.36200
H -0.48376 0.08051 2.46460
H -1.62782 -1.08610 3.13550
H -0.10396 -0.69728 3.97105
H 2.75915 -1.50945 2.03988
H 2.53907 -3.25060 2.30458
H 2.25800 -2.12334 3.64524
H 0.87440 -2.75743 -0.24942
H -0.68257 -1.92367 -0.21488
H 2.12861 -0.76166 -0.08961
H 0.72810 0.16180 0.50761
H 0.43377 1.53277 -2.84357
H -1.50997 2.44359 -1.37165
H -1.42468 1.08402 -3.85529
H -2.67854 2.10088 -3.19831
H -1.83008 -3.89698 0.78800
H -2.60978 -6.16027 1.22411
H -1.59319 -7.55847 2.96116
H 0.24834 -6.56767 4.39288
H 1.00439 -4.32994 3.98271
C 4.14755 -11.78458 4.27609
C 3.24451 -11.08922 3.28207
O 1.98980 -10.71572 3.88950
C 1.99341 -9.58781 4.58032
O 2.91488 -8.84892 4.75731
C 0.57767 -9.30844 5.11904
F 0.01765 -10.40609 5.63434
F -0.20585 -8.86961 4.12195
F 0.60746 -8.38051 6.06929
H 3.63999 -12.64342 4.71570
H 5.05456 -12.12804 3.78016
H 4.42920 -11.11231 5.08581
H 2.97727 -11.75766 2.46690
H 3.72005 -10.20880 2.85241
C 0.87337 4.33470 2.46294
C 1.48556 5.13769 3.58790
O 0.49711 5.95098 4.25899
C -0.22786 5.34003 5.18034
O -0.15537 4.19645 5.51896
C -1.19907 6.34915 5.82605
F -1.78654 7.11900 4.90514
F -0.53003 7.14537 6.67023
F -2.14541 5.71565 6.50832
H 0.35345 4.98924 1.76321
H 1.64367 3.79262 1.92942
H 0.14746 3.61841 2.85169
H 2.21966 5.84220 3.20336
H 1.98542 4.49718 4.31323
C -7.54699 4.57822 -7.94339
C -7.02575 3.44786 -7.08493
O -5.58906 3.51552 -6.94862
C -5.13210 4.34314 -6.02564
O -5.76679 5.04112 -5.29391
C -3.59455 4.25746 -5.97652
F -3.05548 4.25137 -7.19669
F -3.22399 3.12221 -5.35571
F -3.07894 5.27921 -5.30320
H -7.04912 4.58090 -8.91321
H -8.61901 4.46462 -8.09882
H -7.36616 5.54371 -7.47209
H -7.22098 2.48463 -7.55023
H -7.48702 3.44406 -6.09853
C 2.16974 5.52808 -3.26100
C 3.39123 4.65230 -3.08441
O 4.57690 5.32453 -3.55314
C 5.13889 6.16920 -2.70156
O 4.76991 6.43185 -1.59674
C 6.41299 6.76692 -3.33206
F 6.20510 7.12502 -4.60223
F 7.39678 5.85883 -3.30914
F 6.81078 7.83548 -2.65343
H 2.08152 5.85347 -4.29804
H 1.27004 4.97870 -2.98415
H 2.23493 6.41944 -2.63807
H 3.30826 3.75504 -3.69503
H 3.51310 4.33908 -2.04855

Frontier orbital gap ... 9.02 eV
Multiplicity ... 1
Total charge ... 0
HOMO level ... -9.10 eV
Structure (SMILES) ... C[Si](C)(CCC(F)(F)[C@H](C#N)[C@H](C#N)CC(=O)Cl)c1ccccc1.CCOC(=O)C(F)(F)F.CCOC(=O)C(F)(F)F.CCOC(=O)C(F)(F)F.CCOC(=O)C(F)(F)F


Question: The highest frontier orbital gap belongs to which entry?
Answer: C33H39ClF14N2O9Si